{"formula": "C4H12", "method": "ωB97M-V/def2-TZVPD", "elements": ["C", "C", "H", "H", "H", "H", "H", "H", "C", "C", "H", "H", "H", "H", "H", "H"], "xyz": [[1.90274, 1.61443, -0.13751], [2.36124, 0.48074, -1.07347], [0.85928, 1.45328, 0.11953], [2.42900, 1.55813, 0.81172], [2.05416, 2.55989, -0.64824], [3.41963, 0.22348, -0.95716], [2.25131, 0.59836, -2.14838], [1.84198, -0.42998, -0.76234], [-2.62594, -1.56534, 0.39982], [-1.68597, -0.43097, 0.74874], [-2.75216, -1.73610, -0.67157], [-2.29887, -2.50960, 0.82974], [-3.62852, -1.37948, 0.78659], [-1.06266, -0.77541, 1.58629], [-0.86107, -0.14147, 0.09348], [-2.20416, 0.48004, 1.02276]], "smiles": "CC.CC", "homo_energy_ev": -11.51, "gap_ev": 12.64, "energy_ev": -4342.1332, "de_lowest_kcal_mol": 9.1}